Entry 1:
17
Properties=species:S:1:pos:R:3:forces:R:3 method="wB97M-V/def2-TZVPD" de_lowest_kcal_mol=51.9 s2=2.01 multiplicity=3 total_charge=+1
C -2.040226 0.532810 -1.492814 0.12 -0.28 -0.08
C -0.015765 1.767544 -0.577762 -0.28 -0.11 0.31
C -0.795399 0.521319 -0.700175 -1.02 4.13 -2.29
N 2.427048 -1.624407 1.860498 0.93 -0.30 -0.37
N -0.408286 -0.511620 -0.034631 3.23 -4.81 4.40
O 1.356744 -0.772503 1.938795 0.19 0.25 1.12
H -2.481977 1.527524 -1.488921 -0.12 0.01 0.02
H -1.822739 0.286458 -2.534664 -0.16 -0.06 -0.26
H -2.767325 -0.189470 -1.124720 -0.15 -0.03 0.01
H -0.080689 2.382180 -1.470983 0.12 0.06 -0.07
H -0.447442 2.342494 0.245861 0.08 0.42 0.19
H 1.020628 1.571843 -0.318562 0.33 0.04 -0.12
H 2.676608 -1.848876 0.880267 -0.19 -0.02 -0.24
H 3.246114 -1.181800 2.313834 0.01 0.02 0.22
H -0.980677 -1.348555 -0.059030 0.13 0.16 0.02
H 2.227712 -2.504043 2.363603 -0.16 -0.09 0.23
H 0.392270 -0.541447 0.733278 -3.08 0.59 -3.09

***

Entry 2:
14
Properties=species:S:1:pos:R:3:forces:R:3 method="wB97M-V/def2-TZVPD" smiles="C[N+](=O)C1CC1" de_lowest_kcal_mol=92.7 total_charge=+1
C -1.373695 -0.897930 -0.483315 -1.75 3.44 -3.50
C -1.761225 0.240194 0.343716 1.84 -0.79 0.97
C -0.253474 0.183657 -0.308668 -3.23 -0.21 0.30
C 2.089904 0.326215 0.084500 -0.05 1.99 -4.24
N 0.811089 -0.006573 0.528150 -1.69 -1.47 2.91
O 0.677874 -0.526125 1.627425 0.16 0.50 -1.51
H -1.253815 -1.851325 -0.170854 0.78 -2.72 1.46
H -1.792285 -0.862357 -1.596854 1.03 -0.06 2.53
H -2.463848 0.993030 0.053558 0.13 0.41 -0.71
H -1.597993 0.219360 1.421861 -0.36 -0.51 -0.16
H -0.173118 0.850666 -1.102718 0.98 0.75 -1.25
H 2.148220 1.419409 -0.105386 0.00 -0.40 0.62
H 2.118175 -0.039107 -0.979534 0.42 -0.08 1.01
H 2.824186 -0.049108 0.688119 1.74 -0.85 1.57

***

Entry 3:
44
Properties=species:S:1:pos:R:3:forces:R:3 method="wB97M-V/def2-TZVPD" smiles="Cc1ccc(N2C(=O)C(Cl)=C(N3CCCCCC3)C2=O)c(C)c1" de_lowest_kcal_mol=4.1
C 6.545987 0.606741 0.770220 0.00 -0.07 -0.03
C 5.079194 0.398687 0.546311 -0.06 0.02 0.00
C 4.471251 0.839583 -0.620478 -0.02 -0.05 0.12
C 3.121064 0.640231 -0.872631 -0.14 -0.10 0.06
C 2.365429 -0.009285 0.103234 0.30 0.10 0.09
C 2.957603 -0.468053 1.271070 -0.05 0.06 -0.08
C 4.306159 -0.267590 1.488736 -0.03 0.02 -0.05
H 4.760840 -0.627919 2.399547 0.05 -0.03 0.11
H 2.355122 -0.985286 2.001821 -0.06 -0.05 0.06
N 0.977554 -0.246118 -0.088299 0.50 -0.17 0.04
C 0.024915 0.712643 -0.257439 0.14 0.48 0.05
O 0.224045 1.904497 -0.292831 -0.01 -0.17 0.00
C -1.302570 -0.009678 -0.394740 -0.35 -0.63 -0.08
C -1.010632 -1.341386 -0.292369 -0.66 -0.07 -0.04
C 0.409687 -1.542249 -0.076918 0.36 -0.14 -0.02
O 1.037318 -2.557443 0.082655 -0.23 0.25 -0.04
Cl -2.024702 -2.738365 -0.320656 0.13 0.10 0.06
N -2.456857 0.635153 -0.609696 0.48 -0.21 -0.03
C -3.672036 -0.085746 -0.912047 -0.32 -0.29 -0.09
H -3.406445 -1.018420 -1.405762 -0.08 0.19 -0.06
C -4.519042 -0.381153 0.348378 0.13 -0.01 0.14
H -4.493517 -1.453695 0.542748 -0.08 -0.02 -0.05
H -5.557338 -0.098859 0.170639 -0.08 -0.03 -0.04
C -4.000318 0.335919 1.594306 -0.21 0.01 0.00
C -4.174315 1.857984 1.551272 0.03 -0.05 -0.08
C -3.924328 2.477552 0.176224 0.16 -0.14 0.16
H -3.914358 3.564755 0.277443 -0.02 0.00 -0.11
H -4.750910 2.229625 -0.489382 -0.05 0.06 -0.06
C -2.590318 2.071004 -0.448211 -0.08 0.79 0.01
H -1.776321 2.437386 0.175658 -0.14 -0.03 -0.15
H -2.496391 2.551044 -1.431409 0.06 0.03 0.11
H -3.497082 2.306788 2.280588 -0.04 0.07 0.06
H -5.193027 2.113711 1.851266 0.01 0.02 0.07
H -2.948062 0.084615 1.734717 0.00 -0.06 0.08
H -4.535772 -0.049863 2.463941 0.08 -0.04 0.03
H -4.237261 0.515640 -1.627316 0.07 -0.06 0.01
C 2.506082 1.106898 -2.154588 -0.03 0.10 0.03
H 1.856625 0.338065 -2.572231 -0.04 -0.02 -0.09
H 1.900178 1.995257 -1.976161 -0.01 0.01 -0.08
H 3.276331 1.350968 -2.881545 0.03 -0.02 -0.07
H 5.067940 1.347889 -1.365047 0.06 0.07 -0.09
H 6.903210 1.477876 0.226492 0.08 0.05 0.00
H 7.101493 -0.263173 0.418538 0.11 -0.01 0.00
H 6.761237 0.736336 1.828287 0.07 0.03 0.05

***

Entry 4:
36
Properties=species:S:1:pos:R:3:forces:R:3 method="wB97M-V/def2-TZVPD" s2=6.02 multiplicity=5
C 1.632894 1.448458 -0.801313 3.55 -2.02 -0.07
C 0.495358 1.832876 -0.128174 -2.23 0.74 0.47
C 0.334642 1.050596 1.121957 0.47 -0.63 1.12
H -0.249026 2.552587 -0.472881 0.36 -0.19 0.19
C 1.247934 -0.176246 0.826787 -0.50 0.98 2.69
C 2.255390 0.313310 -0.083919 0.76 3.03 -0.89
H 3.229045 -0.100621 -0.324885 -0.11 0.12 0.17
H 2.085451 1.962560 -1.658020 -0.26 -0.37 0.46
H 0.725028 1.593718 2.014674 -0.36 -0.14 -0.43
H 1.374824 -0.984901 1.556524 0.06 0.55 -0.17
Pd 0.829213 -0.758712 -1.019497 -2.57 -1.92 -3.84
Br -0.762359 -0.128517 -2.855220 -0.34 1.05 1.54
C 0.569657 -3.152513 -3.466070 0.67 -0.16 0.68
C 1.930162 -3.375485 -3.198277 -1.49 0.02 -0.08
C 2.687389 -2.290572 -3.785959 -0.76 1.16 -0.92
H 2.365550 -4.236381 -2.683789 -0.28 0.35 -0.19
C 1.784505 -1.417927 -4.411103 0.82 -0.33 0.50
C 0.437387 -1.906750 -4.191668 1.19 -1.39 -0.94
H -0.454962 -1.585253 -4.727906 0.58 -0.43 -0.04
H -0.274451 -3.773089 -3.166135 0.37 0.11 -0.10
H 3.777635 -2.209902 -3.779166 -0.49 0.05 -0.01
H 2.016068 -0.496808 -4.946446 0.02 -0.36 0.20
F -0.243942 -0.308724 3.805395 -0.56 1.05 0.20
C -0.928724 0.861831 3.885321 0.38 -0.19 0.27
F -1.749971 0.820778 4.963346 0.72 -0.05 -0.99
F -0.010778 1.845791 4.113753 -0.89 -0.82 -0.17
C -1.747070 1.085792 2.548046 0.14 -0.18 -0.55
O -1.055668 0.682910 1.356587 -0.05 0.72 1.12
C -2.938010 0.045596 2.477228 -0.40 -0.71 -0.38
F -3.928189 0.165136 3.394424 1.06 0.28 -0.69
F -3.500445 0.109865 1.250104 0.23 0.01 1.03
F -2.402062 -1.192500 2.613860 -0.53 0.77 0.04
C -2.271414 2.585524 2.467305 -0.02 0.23 -0.13
F -3.041608 2.909942 3.547364 0.78 -0.43 -1.22
F -1.230435 3.463009 2.425195 -0.84 -0.80 -0.02
F -2.989018 2.764625 1.332559 0.53 -0.13 1.16

***

no.,electronic energy (hartree)
1,-305.12470
2,-286.79478
3,-1418.72064
4,-4215.17414